[1]
DFT (ωB97M-V with the def2-TZVPD basis set) results for a 2-piece molecular cluster, C4H10O3 overall at a distorted geometry.

Last column: Löwdin charge in e.
Geometry (Å):
H 6.310 3.261 -1.383  0.03
H 5.611 3.953 -2.569  -0.01
C -0.765 -1.090 0.591  -0.19
H -2.532 -0.231 -0.369  0.12
C -3.090 -2.227 0.122  -0.27
H -0.605 -1.654 1.518  0.13
C -0.022 0.174 0.263  -0.27
C -2.259 -0.983 0.382  -0.18
H -0.449 0.644 -0.629  0.12
H -0.407 -1.931 -0.031  0.12
O -0.169 1.172 1.243  -0.06
O 6.267 3.357 -2.333  -0.03
H -2.782 -0.569 1.250  0.12
H 0.559 1.598 1.685  0.08
O -4.048 -2.490 0.794  0.05
H -2.651 -2.987 -0.554  0.12
H 1.031 0.002 0.020  0.12

For the HOMO energy, the calculation gives -0.361 Ha. The value obtained for the orbital gap is 10.41 eV. The max |F| is 2.91 eV Å⁻¹. The SMILES is O=CCCCO.O.

[2]
DFT (ωB97M-V with the def2-TZVPD basis set) results for a 15-piece molecular cluster, C15H60N30O15 overall at a distorted geometry.

Last column: Löwdin charge in e.
Geometry (Å):
N 0.117 -25.715 7.942  0.17
H 7.190 -21.632 14.022  0.13
N -1.144 -22.347 4.980  0.17
H 3.897 -23.826 11.361  0.08
N 0.990 -18.640 9.500  0.19
N 2.685 -22.726 14.977  0.21
H 6.068 -20.323 16.643  0.09
H 5.540 -20.701 9.732  0.10
H 1.703 -22.852 15.179  0.12
N 5.225 -25.276 8.729  0.15
O 1.221 -25.753 9.896  0.03
H 5.715 -17.019 8.400  0.14
H 9.105 -22.149 8.679  0.13
N 8.714 -24.018 9.855  0.19
H 8.630 -24.855 10.415  0.12
N 2.285 -20.990 16.163  0.18
H 7.496 -19.738 17.334  0.13
C 5.834 -18.662 9.422  -0.67
C 2.555 -21.384 6.511  -0.73
N -2.101 -16.709 12.025  0.15
H 5.643 -18.629 12.839  0.11
C 7.609 -21.016 15.912  -0.87
H 0.544 -18.566 10.403  0.09
C -0.670 -21.670 10.377  -0.74
N -1.903 -24.043 6.037  0.18
H 1.872 -21.887 8.305  0.05
H -0.285 -19.039 12.562  0.12
H 3.137 -26.360 8.529  0.08
C 3.193 -21.608 15.418  -0.66
H 0.175 -26.143 7.029  0.11
C 3.250 -22.040 10.695  -0.79
H -2.115 -20.337 9.896  0.09
H 5.922 -21.260 15.099  0.03
O 8.819 -21.229 15.968  0.00
N 5.905 -25.694 10.706  0.17
H 3.761 -20.513 11.857  0.10
H 1.619 -17.960 6.623  0.13
H 1.438 -26.774 12.759  0.10
H 0.681 -21.714 6.965  0.07
H 7.514 -21.444 8.750  0.10
H -0.745 -21.423 4.896  0.12
H -1.497 -16.059 12.509  0.11
O 4.292 -21.057 15.269  -0.04
C 4.817 -25.877 14.045  -0.79
H -2.233 -24.516 6.867  0.12
C 0.959 -17.756 8.525  -0.78
N 5.480 -25.257 14.983  0.19
O -0.639 -21.536 11.599  0.01
C 7.839 -23.050 9.826  -0.78
N 7.013 -20.529 16.932  0.18
N 0.205 -24.748 12.485  0.17
O 5.824 -18.130 10.575  -0.01
H 4.769 -19.662 14.081  0.07
N 8.215 -22.054 9.146  0.21
H 5.940 -20.234 8.165  0.09
H -2.784 -16.369 11.363  0.12
O 4.297 -25.350 13.068  -0.01
N 3.769 -21.127 7.108  0.15
H 3.032 -17.186 11.640  0.11
C 3.797 -18.270 13.243  -0.83
C 5.527 -26.241 9.606  -0.77
N 4.684 -27.143 14.239  0.18
C -1.776 -17.945 11.855  -0.78
H 1.425 -21.402 16.494  0.12
H -0.459 -17.365 13.103  0.12
N 1.709 -18.241 7.589  0.16
H 6.085 -24.701 10.682  0.03
O 6.774 -23.143 10.392  0.01
H 4.948 -27.514 15.140  0.12
H 1.353 -19.548 9.246  0.06
H 4.347 -27.743 13.500  0.13
H -1.263 -21.204 8.605  0.05
H 2.705 -23.764 10.053  0.10
N 5.690 -18.027 8.342  0.20
N -1.516 -21.085 9.576  0.18
N 1.616 -21.699 7.347  0.18
O 5.656 -27.430 9.367  0.02
H 3.895 -21.024 8.104  0.04
H -1.116 -22.945 4.166  0.11
H 4.557 -17.866 11.454  0.01
O 2.198 -21.227 5.357  0.01
H 0.828 -24.921 11.709  0.05
N 3.316 -23.309 10.716  0.24
H 5.769 -25.792 15.789  0.12
H 0.261 -27.481 13.792  0.11
N 3.821 -17.619 12.099  0.17
H -0.450 -22.867 8.798  0.06
H 2.252 -26.282 7.019  0.11
H 5.268 -18.532 7.576  0.12
O 2.781 -18.401 13.901  0.01
H 5.362 -24.350 9.107  0.07
N -0.097 -22.681 9.726  0.16
N 2.283 -26.174 8.023  0.19
O -1.257 -22.125 7.224  -0.05
H 4.151 -22.117 12.492  0.10
H 5.512 -25.591 7.813  0.12
H 3.117 -23.466 14.442  0.09
C -0.151 -25.628 13.385  -0.79
C -1.334 -22.883 6.195  -0.62
O -2.409 -18.652 11.054  0.01
N 3.757 -21.520 11.778  0.22
O -1.174 -25.516 14.031  0.03
H 2.155 -19.085 7.918  0.07
C 1.209 -25.816 8.693  -0.74
O 0.364 -16.711 8.399  0.04
H -0.494 -24.020 12.445  0.10
H -1.649 -24.498 5.172  0.12
H 2.559 -20.103 16.561  0.12
N 5.753 -19.934 9.111  0.16
H 9.498 -24.092 9.223  0.12
N 0.677 -26.643 13.411  0.16
H 4.578 -20.865 6.563  0.09
H 6.255 -26.253 11.471  0.12
O 2.777 -21.324 9.858  0.01
N 4.879 -18.881 13.450  0.19
H -0.741 -25.643 8.470  0.12
H 5.556 -24.258 14.854  0.11
N -0.683 -18.115 12.465  0.19
H 0.285 -23.423 10.296  0.06
N 6.916 -21.267 14.923  0.19

For the HOMO energy, the calculation gives -0.315 Ha. The value obtained for the orbital gap is 8.20 eV. The max |F| is 8.95 eV Å⁻¹.

[3]
DFT (ωB97M-V with the def2-TZVPD basis set) results for C37H36MnN4O5S as an isolated structure at a distorted geometry.

Last column: Löwdin charge in e.
Geometry (Å):
C -3.260 0.672 -3.139  -0.05
Mn -0.010 -0.356 0.283  0.80
C -2.563 0.840 -0.794  -0.36
C -2.535 4.622 -0.664  -0.07
C -2.293 0.440 -2.145  -0.17
N -0.126 -0.569 -1.695  -0.07
C 0.392 -2.892 -1.413  -0.18
C 4.399 -0.936 0.782  0.01
H -1.041 -0.597 -3.529  0.13
C 1.456 4.660 -2.349  -0.07
C 0.270 2.012 2.686  -0.49
C 2.863 0.888 -0.501  -0.09
H 8.272 -0.709 0.363  0.11
H -0.010 -4.497 0.540  0.13
H 2.844 5.652 -3.648  0.10
H 1.808 -1.348 -1.916  0.09
N 7.278 -0.778 0.508  0.17
H 2.213 1.588 -1.012  0.11
C 4.232 1.001 -0.579  0.03
H -2.722 4.132 -1.611  0.11
C -3.186 6.093 1.120  -0.08
C -1.994 5.824 1.779  -0.08
C -1.098 -0.251 -2.491  -0.07
O -1.727 0.647 0.168  -0.16
H 0.692 2.836 4.645  0.08
O 7.040 1.207 -0.524  0.07
C 3.472 5.731 -1.598  -0.09
C -1.338 4.379 -0.015  -0.32
S -0.231 3.159 -0.788  1.01
H 4.945 -1.687 1.336  0.11
H -5.196 1.432 -3.626  0.09
C 1.174 4.290 -1.046  -0.35
N 0.217 -2.535 -0.010  -0.03
H 2.502 -1.740 1.370  0.11
C 3.183 5.359 -0.292  -0.08
H -1.490 2.781 3.673  0.09
H -0.141 -5.320 2.705  0.11
C 0.031 -3.451 0.867  -0.09
H -4.015 1.766 0.485  0.11
H 2.030 2.972 3.472  0.08
C -4.736 1.653 -1.530  -0.09
H 4.374 6.287 -1.817  0.10
O 0.705 1.750 1.582  -0.04
H 4.698 1.804 -1.132  0.12
H 3.862 5.626 0.507  0.10
C -1.193 1.966 3.014  -0.01
C 1.207 2.348 3.821  0.00
O -0.793 2.962 -2.143  -0.48
H -0.340 -0.796 4.665  0.10
C -0.313 -2.899 5.052  -0.09
C -1.070 4.956 1.218  -0.09
H -1.780 1.964 2.099  0.07
C 2.040 4.624 -0.014  -0.09
H 0.768 4.365 -3.131  0.11
H 1.838 4.300 0.999  0.09
C -0.174 -4.327 3.140  -0.06
C -0.109 -3.220 2.277  -0.15
H -1.788 6.291 2.734  0.10
H -0.296 -5.050 5.149  0.09
C 6.521 0.225 -0.034  -0.49
H -3.903 6.777 1.555  0.10
C -4.463 1.264 -2.848  -0.11
H -3.037 0.368 -4.156  0.11
H 6.900 -1.700 0.628  0.09
C 3.021 -0.964 0.818  -0.10
H 0.703 -1.756 -3.254  0.11
H 1.157 -3.667 -1.534  0.12
C -0.181 -1.897 2.832  -0.33
C 5.048 0.069 0.062  -0.12
H -5.684 2.122 -1.294  0.10
H -1.383 1.020 3.527  0.09
N 2.244 -0.084 0.183  0.02
H -0.555 -3.270 -1.817  0.12
H -0.149 4.733 1.739  0.09
H -4.408 5.666 -0.587  0.11
C -0.265 -4.183 4.504  -0.12
C 0.781 -1.609 -2.171  -0.20
O -0.168 -0.829 2.105  -0.16
C -3.463 5.481 -0.094  -0.07
C 2.609 5.380 -2.627  -0.07
H -0.375 -2.773 6.125  0.10
H 1.640 1.412 4.180  0.09
C -0.285 -1.789 4.238  -0.02
C -3.814 1.453 -0.532  -0.03

As for the spin multiplicity: 6. For the HOMO energy (spin up / spin down), the calculation gives -0.237 / -0.263 Ha. The value obtained for the orbital gap (spin up / spin down) is 6.12 / 6.77 eV. The max |F| is 2.48 eV Å⁻¹. As for the expectation value of S²: 8.755.

[4]
DFT (ωB97M-V with the def2-TZVPD basis set) results for C21H15Cl2MgN3O3 as an isolated structure.

Last column: Löwdin charge in e.
Geometry (Å):
Cl -3.706 -0.669 2.829  0.71
C -2.861 -2.084 -1.387  -0.18
Mg 0.266 0.209 0.145  0.74
C 3.157 -3.341 1.914  -0.31
N 1.502 -1.403 0.753  0.00
C 1.212 5.267 0.539  -0.02
C 0.040 3.842 -0.991  -0.03
C -3.353 -1.179 1.216  -0.59
Cl -5.063 -3.714 -1.385  0.68
H -1.181 -2.258 -4.337  0.11
N -0.889 -0.664 -1.410  0.06
C 1.674 2.814 0.661  -0.58
H 2.723 0.006 1.636  0.12
H -0.162 2.861 -1.399  0.10
H 0.428 -2.974 -0.041  0.12
H 1.825 -4.738 0.922  0.11
C -1.439 -1.971 -3.328  -0.04
O -1.401 0.164 1.131  -0.13
H 0.265 -0.654 -3.093  0.12
H 1.924 5.368 1.346  0.11
O 1.467 1.659 0.103  -0.14
C -3.979 -2.556 -0.660  -0.61
C -4.210 -2.107 0.602  -0.12
C -2.008 -1.147 -0.771  -0.13
C 0.955 3.993 0.042  -0.13
C 2.555 -1.060 1.516  -0.09
C 2.065 -3.701 1.115  -0.01
O 2.429 2.986 1.602  0.06
H -5.068 -2.467 1.154  0.11
C 3.392 -1.975 2.105  0.00
H 3.720 -5.251 2.429  0.10
H 4.669 -4.014 3.132  0.10
H 4.221 -1.625 2.706  0.12
C -2.228 -0.666 0.587  -0.40
C -0.619 4.945 -1.518  -0.08
C -0.358 6.212 -1.018  -0.09
N 3.972 -4.281 2.462  0.13
H -3.184 -3.185 -3.213  0.09
C 1.283 -2.712 0.571  -0.11
H -1.336 4.810 -2.318  0.10
C -2.542 -2.478 -2.705  -0.01
C 0.563 6.371 0.010  -0.08
H 0.773 7.357 0.404  0.10
H -0.871 7.073 -1.427  0.10
C -0.626 -1.065 -2.632  -0.11

For the HOMO energy, the calculation gives -0.286 Ha. The value obtained for the orbital gap is 7.37 eV. The max |F| is 0.53 eV Å⁻¹.

[5]
DFT (ωB97M-V with the def2-TZVPD basis set) results for a 2-piece molecular cluster, C4H9N2 overall at a distorted geometry.

Last column: Löwdin charge in e.
Geometry (Å):
H 1.948 0.235 -1.346  0.06
H 1.657 0.763 0.873  0.14
H 0.535 -0.615 -1.508  0.07
C 1.427 -0.467 -0.842  -0.04
H -2.332 -1.000 0.058  0.04
H -1.245 1.899 1.942  0.16
C 0.933 0.069 0.469  -0.18
H -1.949 -0.251 -1.772  0.11
H 0.880 -0.589 1.247  0.10
N -0.302 0.776 0.131  -0.11
H -1.039 -1.549 -1.008  0.04
H 1.887 -1.367 -0.651  0.07
N -0.601 2.127 -0.197  0.26
C -0.950 1.745 0.918  0.01
C -1.718 -0.727 -0.753  0.26

For the HOMO energy (spin up / spin down), the calculation gives -0.562 / -0.562 Ha. The value obtained for the orbital gap (spin up / spin down) is 9.70 / 9.70 eV. The max |F| is 6.45 eV Å⁻¹. The total charge is +1.

Which value of max |F| does entry 5 give?
6.45 eV Å⁻¹

max |F| of number 3 (C37H36MnN4O5S)?
2.48 eV Å⁻¹

max |F| of number 5 (C4H9N2)?
6.45 eV Å⁻¹